[1]
CH4Na8O6 as an isolated structure at a distorted geometry. Source: OMol25; level of theory: wB97M-V/def2-TZVPD.

Calculated values
Spin multiplicity ... 1
Net charge ... +4
Gap between HOMO and LUMO ... 3.5 eV
LUMO energy ... -12.601 eV

The geometry in XYZ format:
```
19
Properties=species:S:1:pos:R:3:forces:R:3:nbo_charge:R:1
Na 1.6182 -0.6668 -4.4883 -1.053 0.678 -0.526 0.958
Na 2.5074 -3.1674 -0.2392 -0.027 0.005 0.732 0.985
Na -0.7101 4.6382 2.4456 -0.197 0.217 -0.101 0.997
Na 3.7520 1.8044 -0.9980 -0.104 -0.236 0.022 0.978
Na -2.8468 0.2815 3.1170 -0.186 0.017 -0.785 0.981
Na 0.2835 3.6215 -2.0636 -0.828 -0.893 -1.006 0.927
Na -0.6877 -3.6088 3.1465 0.601 -0.250 -0.078 0.986
Na 1.2619 0.4420 3.9135 0.704 -0.908 -0.262 0.940
O 2.9686 -2.3392 3.1446 -1.523 0.836 -0.777 -1.282
H 2.9161 -1.5793 2.5329 0.260 -0.211 0.085 0.356
O -0.7207 1.5459 -4.3858 1.536 -0.315 1.488 -1.256
H -0.9634 1.0397 -3.5862 -0.180 0.194 -0.428 0.388
C -0.0062 0.2687 0.2910 -0.171 1.422 0.008 0.912
O -0.2619 -0.7860 0.8807 -0.718 -3.273 2.229 -0.927
O 0.7225 0.3390 -0.7105 3.230 -0.443 -3.035 -0.945
O -0.4984 1.3741 0.6780 -1.465 3.113 2.406 -1.001
O -3.4731 -1.1685 -1.3359 -0.227 -0.044 0.209 -0.918
H -2.9996 -1.4522 -0.5539 0.230 -0.115 0.079 0.447
H -2.8622 -0.5869 -1.7885 0.118 0.207 -0.260 0.473
```
Forces are in eV/Å.

[2]
A single CH4O molecule at a distorted geometry. Source: OMol25; level of theory: wB97M-V/def2-TZVPD.

Calculated values
Spin multiplicity ... 1
Gap between HOMO and LUMO ... 11.5 eV
SMILES ... CO
LUMO energy ... 1.048 eV
Energy relative to the best compared isomer or geometry (same formula, charge and spin) ... 1.5 kcal/mol

The geometry in XYZ format:
```
6
Properties=species:S:1:pos:R:3:forces:R:3:nbo_charge:R:1
C 0.6026 -0.0848 0.2564 -1.347 0.443 -0.073 -0.248
O -0.6808 0.1548 -0.3836 0.542 -0.122 0.121 -0.736
H 1.2534 -0.5753 -0.4622 0.131 -0.033 0.126 0.178
H 0.9956 0.8858 0.5667 0.230 -0.147 -0.098 0.173
H 0.4420 -0.6881 1.1499 0.336 -0.158 -0.065 0.167
H -1.3768 -0.2382 0.1483 0.107 0.017 -0.010 0.466
```
Forces are in eV/Å.

[3]
A 2-piece molecular cluster, CH4O2S overall at a distorted geometry. Source: OMol25; level of theory: wB97M-V/def2-TZVPD.

Calculated values
Spin multiplicity ... 1
Gap between HOMO and LUMO ... 9.3 eV
SMILES ... O=CO.S
LUMO energy ... -0.115 eV
Energy relative to the best compared isomer or geometry (same formula, charge and spin) ... 82.6 kcal/mol

The geometry in XYZ format:
```
8
Properties=species:S:1:pos:R:3:forces:R:3:nbo_charge:R:1
O 0.3451 -1.2405 0.1085 2.353 1.913 -0.384 -0.528
C 1.1583 -0.3931 -0.2510 -1.570 -0.770 -1.026 0.637
O 2.5232 -0.3065 0.0621 -3.066 0.937 2.673 -0.690
H 0.7940 0.4466 -0.9268 0.713 -0.704 0.553 0.123
H 2.3071 0.1048 0.9956 1.678 -1.087 -1.879 0.499
S -2.3408 0.4903 0.1263 -0.722 1.384 3.289 -0.670
H -3.6192 0.9751 0.0427 0.951 -0.797 -1.582 0.320
H -1.1676 -0.0767 -0.1574 -0.337 -0.875 -1.644 0.310
```
Forces are in eV/Å.

[4]
A 2-piece molecular cluster, CH4O2S overall at a distorted geometry. Source: OMol25; level of theory: wB97M-V/def2-TZVPD.

Calculated values
Spin multiplicity ... 1
Gap between HOMO and LUMO ... 9.9 eV
LUMO energy ... 0.479 eV
Energy relative to the best compared isomer or geometry (same formula, charge and spin) ... 77.6 kcal/mol

The geometry in XYZ format:
```
8
Properties=species:S:1:pos:R:3:forces:R:3:nbo_charge:R:1
C 1.8068 -0.4656 -0.2965 3.235 -2.796 0.533 0.290
O 0.9687 0.3515 -0.2982 -0.597 1.059 -1.405 -0.476
O -0.7605 0.0978 1.1943 -2.782 -0.021 -0.985 -0.915
S -2.0450 0.0770 0.3620 0.878 0.628 1.540 0.851
H 1.9957 -1.3920 -1.0517 -0.926 1.848 1.026 0.086
H -2.6937 1.3183 0.4922 0.330 -0.661 0.225 0.040
H 2.6161 -0.4787 0.5365 -0.870 0.066 -0.934 0.089
H -1.8881 0.4918 -0.9386 0.731 -0.123 0.001 0.036
```
Forces are in eV/Å.

[5]
A 2-piece molecular cluster, CH4O2S overall at a distorted geometry. Source: OMol25; level of theory: wB97M-V/def2-TZVPD.

Calculated values
Spin multiplicity ... 1
Gap between HOMO and LUMO ... 10.2 eV
LUMO energy ... 0.527 eV
Energy relative to the best compared isomer or geometry (same formula, charge and spin) ... 75.1 kcal/mol

The geometry in XYZ format:
```
8
Properties=species:S:1:pos:R:3:forces:R:3:nbo_charge:R:1
C 0.6385 1.2813 0.1643 -0.626 0.153 4.165 0.327
O 1.3422 0.3229 0.4265 -0.288 1.054 0.048 -0.578
O -1.4830 -0.2505 -0.0359 -0.821 0.709 -0.252 -0.988
S -0.9318 -1.6175 0.0923 2.533 -0.112 -1.102 0.837
H 0.4339 1.5669 -0.8053 -0.424 0.672 -2.435 0.123
H 0.1107 2.0077 1.0154 1.363 -1.856 -1.754 0.111
H -0.5819 -2.1137 -1.3074 -0.197 0.771 2.064 0.029
H 0.4714 -1.1971 0.4501 -1.540 -1.393 -0.734 0.138
```
Forces are in eV/Å.

[6]
A single CH4O2S molecule at a distorted geometry. Source: OMol25; level of theory: wB97M-V/def2-TZVPD.

Calculated values
Spin multiplicity ... 1
Gap between HOMO and LUMO ... 9.6 eV
SMILES ... CSOO
LUMO energy ... 0.465 eV
Energy relative to the best compared isomer or geometry (same formula, charge and spin) ... 96.9 kcal/mol

The geometry in XYZ format:
```
8
Properties=species:S:1:pos:R:3:forces:R:3:nbo_charge:R:1
C -1.2871 0.1896 -0.0920 -1.683 2.901 6.754 -0.768
S 0.2630 1.1282 0.0071 -0.967 0.114 1.192 0.599
O 1.1899 0.0414 -0.6442 2.106 -1.422 -1.352 -0.497
O 1.9463 -1.0411 0.1675 -0.734 1.384 0.353 -0.460
H -2.1477 0.9671 0.0037 1.359 -1.436 -0.893 0.232
H -1.4448 -0.4620 0.8840 0.541 1.033 -2.147 0.223
H -1.1475 -0.3453 -0.9145 -0.301 -2.288 -3.650 0.219
H 2.6279 -0.4778 0.5883 -0.321 -0.287 -0.256 0.452
```
Forces are in eV/Å.

[7]
A 2-piece molecular cluster, CH4O2S overall at a distorted geometry. Source: OMol25; level of theory: wB97M-V/def2-TZVPD.

Calculated values
Spin multiplicity ... 3
Gap between HOMO and LUMO (alpha / beta) ... 10.8 / 6.8 eV
Expectation value of S² ... 2.009
LUMO energy (alpha / beta) ... 0.745 / -2.770 eV
Energy relative to the best compared isomer or geometry (same formula, charge and spin) ... 0.0 kcal/mol

The geometry in XYZ format:
```
8
Properties=species:S:1:pos:R:3:forces:R:3:nbo_charge:R:1
C 0.7563 0.2215 0.5168 0.333 -2.960 -0.992 0.139
O 0.9619 -0.8534 -0.3969 1.352 -0.801 -0.112 -0.748
O -0.2368 0.9149 0.1062 -0.984 1.923 1.168 -0.329
S -2.9825 -0.3364 0.1035 0.803 -0.643 -0.589 -0.089
H 1.7027 0.7531 0.7131 0.050 0.489 -0.355 0.221
H 0.6876 -0.3899 1.4748 -0.761 1.026 0.034 0.237
H 0.3017 -0.8189 -1.1008 0.126 0.380 0.244 0.477
H -1.9904 -1.0430 -0.5723 -0.920 0.586 0.602 0.093
```
Forces are in eV/Å.

[8]
A 2-piece molecular cluster, CH4O2S2 overall at a distorted geometry. Source: OMol25; level of theory: wB97M-V/def2-TZVPD.

Calculated values
Spin multiplicity ... 2
Net charge ... -1
Gap between HOMO and LUMO (alpha / beta) ... 3.5 / 5.8 eV
Expectation value of S² ... 0.754
LUMO energy (alpha / beta) ... 2.566 / 2.557 eV
Energy relative to the best compared isomer or geometry (same formula, charge and spin) ... 0.0 kcal/mol

The geometry in XYZ format:
```
9
Properties=species:S:1:pos:R:3:forces:R:3:nbo_charge:R:1
S -1.1674 -2.8400 -1.1949 -0.581 -1.003 1.185 -0.596
S -0.2120 -1.5529 -2.9955 0.737 0.855 -1.108 -0.587
H -1.3567 -1.8025 -0.3743 -0.038 0.125 -0.060 0.090
H -1.2064 -1.9075 -3.8098 -0.122 0.019 -0.013 0.093
O 1.0781 3.9125 2.1697 0.082 -0.055 -0.107 -0.562
C 1.4090 3.1691 3.0423 -0.548 0.442 0.695 0.649
O 0.6282 2.2162 3.5906 -0.038 0.255 0.288 -0.689
H 2.3178 3.2671 3.6454 0.423 -0.311 -0.415 0.106
H -0.2976 2.4522 3.4213 0.085 -0.326 -0.467 0.496
```
Forces are in eV/Å.

[9]
A single CH4O2S2 molecule at a distorted geometry. Source: OMol25; level of theory: wB97M-V/def2-TZVPD.

Calculated values
Spin multiplicity ... 1
Gap between HOMO and LUMO ... 9.5 eV
SMILES ... OC(O)SS
LUMO energy ... 0.426 eV
Energy relative to the best compared isomer or geometry (same formula, charge and spin) ... 18.2 kcal/mol

The geometry in XYZ format:
```
9
Properties=species:S:1:pos:R:3:forces:R:3:nbo_charge:R:1
O -0.2156 0.7633 -1.1634 0.079 -0.428 0.215 -0.700
C -0.8403 0.0692 -0.1724 1.215 -2.487 1.582 0.242
O -0.7878 -1.4831 -0.3886 -2.384 2.576 -1.326 -0.764
S 0.0695 0.2141 1.4365 -0.932 -0.040 0.491 0.059
S 1.9592 -0.0399 0.8333 1.103 0.014 -0.044 -0.131
H 0.7746 0.6152 -1.0284 -1.355 0.159 -0.211 0.490
H -1.8255 0.4068 0.2544 0.509 -0.228 -1.695 0.196
H -1.5683 -1.7064 -1.0094 1.860 0.562 1.305 0.471
H 2.4343 1.1607 1.2380 -0.095 -0.127 -0.316 0.137
```
Forces are in eV/Å.

[10]
A 2-piece molecular cluster, CH4O2S2 overall at a distorted geometry. Source: OMol25; level of theory: wB97M-V/def2-TZVPD.

Calculated values
Spin multiplicity ... 3
Gap between HOMO and LUMO (alpha / beta) ... 5.3 / 7.2 eV
Expectation value of S² ... 2.007
LUMO energy (alpha / beta) ... 0.256 / -2.764 eV
Energy relative to the best compared isomer or geometry (same formula, charge and spin) ... 36.4 kcal/mol

The geometry in XYZ format:
```
9
Properties=species:S:1:pos:R:3:forces:R:3:nbo_charge:R:1
C 1.6898 -1.4435 0.6216 -3.574 1.130 0.712 0.641
O 2.2849 -0.8193 1.6230 1.209 0.441 3.617 -0.700
O 1.9154 -1.1806 -0.5151 0.840 -0.881 -0.250 -0.538
S -1.1453 1.1957 -0.9707 -2.071 1.303 -1.547 0.066
S -1.7119 1.0087 0.8687 -0.380 -0.345 1.460 -0.007
H 0.6826 -1.8432 0.9841 1.126 -0.680 -0.588 0.082
H 1.9769 -0.9539 2.6162 0.467 -0.158 -3.483 0.506
H 0.3333 0.7723 -0.8512 2.300 -0.344 0.341 -0.153
H -0.7445 2.4986 -0.9150 0.083 -0.466 -0.261 0.104
```
Forces are in eV/Å.

[11]
An isolated ion of composition CH4O3PS2 and charge -1 at a distorted geometry. Source: OMol25; level of theory: wB97M-V/def2-TZVPD.

Calculated values
Spin multiplicity ... 1
Net charge ... -1
Gap between HOMO and LUMO ... 8.1 eV
SMILES ... O=S(=O)([O-])PCS
LUMO energy ... 3.157 eV
Energy relative to the best compared isomer or geometry (same formula, charge and spin) ... 3.3 kcal/mol

The geometry in XYZ format:
```
11
Properties=species:S:1:pos:R:3:forces:R:3:nbo_charge:R:1
O -0.9077 -1.1187 -2.6085 -0.413 -0.408 0.831 -1.018
S -0.7443 -1.0455 -1.1481 2.271 1.779 -4.272 2.242
O 0.3537 -1.8195 -0.6446 0.739 -1.277 0.587 -1.022
O -1.9065 -1.0535 -0.3485 -2.885 -0.474 1.192 -1.015
P 0.0066 1.0516 -0.8774 1.517 -1.048 0.433 0.177
C -0.2653 0.6426 0.8875 1.056 -0.384 1.664 -0.787
S 1.2349 1.0854 2.0814 -0.706 0.212 -1.081 -0.170
H 1.4333 0.5687 -0.6905 -1.492 0.602 -0.811 -0.032
H -0.2533 -0.4661 0.9039 0.053 1.134 0.788 0.259
H -1.2606 0.9985 1.2476 1.135 0.010 0.186 0.235
H 2.3092 1.1565 1.1973 -1.274 -0.147 0.483 0.132
```
Forces are in eV/Å.

[12]
A single CH4O4 molecule at a distorted geometry. Source: OMol25; level of theory: wB97M-V/def2-TZVPD.

Calculated values
Spin multiplicity ... 1
Gap between HOMO and LUMO ... 9.8 eV
SMILES ... OOC(O)O
LUMO energy ... 0.422 eV
Energy relative to the best compared isomer or geometry (same formula, charge and spin) ... 107.2 kcal/mol

The geometry in XYZ format:
```
9
Properties=species:S:1:pos:R:3:forces:R:3:nbo_charge:R:1
O 0.0603 0.3173 2.0892 1.049 0.609 0.232 -0.444
O -0.6746 -0.0689 0.9831 -1.019 0.091 -3.293 -0.392
C 0.1145 0.1912 -0.5482 0.436 0.582 5.359 0.601
O -0.8041 0.0065 -1.5060 0.716 -0.005 0.544 -0.660
O 1.1588 -0.6788 -0.3980 -1.184 -1.043 -2.869 -0.656
H -0.1518 1.2612 2.2003 -0.072 -0.318 -0.026 0.443
H 0.5081 1.1797 -0.3378 -0.593 0.432 -0.812 0.156
H -1.1195 -0.8924 -1.3658 -0.569 -0.296 -0.159 0.487
H 0.9084 -1.3158 -1.1168 1.234 -0.051 1.023 0.465
```
Forces are in eV/Å.